No. 1
ORCA calculation (ωB97M-V/def2-TZVPD) on an isolated molecule of C19H26N2O3 at a distorted geometry.

Structure (XYZ):
```
50
Properties=species:S:1:pos:R:3:forces:R:3
C 2.880703 -0.004945 4.881323 -0.033 -0.011 -0.067
C 1.531990 -0.097466 4.234344 -0.134 -0.009 -0.085
C 0.380169 -0.149145 5.030980 0.015 0.003 0.107
C -0.885828 -0.234089 4.498983 -0.097 -0.009 -0.213
C -1.009406 -0.266363 3.111415 0.640 0.030 -0.293
C -2.105968 -0.343754 2.192602 0.115 -0.009 -0.878
C -3.547486 -0.421541 2.538659 -0.036 -0.008 -0.105
C -1.542578 -0.333829 0.945737 -0.694 0.028 1.153
C -2.163240 -0.382130 -0.388215 0.224 -0.084 -0.329
O -3.370716 -0.392166 -0.569529 -0.145 0.046 0.160
N -1.253168 -0.430301 -1.386700 0.365 0.006 0.058
C -1.624630 -0.364500 -2.774359 -0.241 0.388 -0.214
C -1.303283 1.011303 -3.408092 -0.216 -0.329 0.088
N 0.055729 1.293471 -3.768563 0.133 -0.143 0.087
C 0.596170 0.808647 -5.011094 0.042 -0.177 -0.046
C 1.548964 -0.382214 -4.839727 0.040 0.335 -0.049
C 2.670422 0.001620 -3.874886 -0.152 -0.162 0.208
C 2.093542 0.457163 -2.532173 0.240 0.695 -0.275
O 1.586740 -0.634808 -1.789477 -0.277 -0.365 0.050
C 1.046013 1.573216 -2.762523 0.291 -0.077 0.092
O -0.173752 -0.253229 1.007521 0.257 0.002 -0.303
C 0.151485 -0.213960 2.318453 -0.348 -0.003 1.005
C 1.435386 -0.132144 2.846285 -0.148 -0.013 -0.262
C 2.628166 -0.085113 1.942524 -0.069 0.008 0.041
H 3.406030 0.888062 4.544287 0.120 0.050 0.023
H 3.492230 -0.866812 4.615301 0.122 -0.034 0.025
H 2.789988 0.033475 5.963455 0.034 0.006 0.060
H 0.499348 -0.121261 6.104774 0.023 0.004 0.101
H -1.758139 -0.273993 5.132571 -0.091 -0.002 0.099
H -4.140791 -0.453427 1.630004 -0.091 -0.003 0.058
H -3.742337 -1.314906 3.131332 -0.060 -0.044 0.066
H -3.837489 0.445282 3.131557 -0.066 0.041 0.062
H -0.268978 -0.378693 -1.148837 -0.102 -0.039 0.018
H -1.132596 -1.166609 -3.334862 -0.060 0.018 -0.027
H -2.705757 -0.520829 -2.812442 0.118 -0.074 -0.061
H -1.905599 1.110733 -4.315498 -0.046 0.032 0.034
H -1.635289 1.781436 -2.703887 -0.104 -0.044 -0.040
H -0.226724 0.541839 -5.676079 0.010 0.074 -0.031
H 1.161250 1.628260 -5.479945 0.008 -0.066 -0.122
H 1.971053 -0.656220 -5.807764 -0.013 -0.091 -0.016
H 0.997713 -1.250470 -4.467540 -0.051 -0.069 -0.058
H 3.347270 -0.840938 -3.713045 0.057 0.084 0.023
H 3.247548 0.822724 -4.303407 0.053 0.034 -0.029
H 2.890937 0.874115 -1.905039 -0.081 -0.002 -0.112
H 1.178981 -1.255188 -2.404687 0.054 -0.077 0.032
H 0.547022 1.798689 -1.819412 0.033 0.054 0.028
H 1.609613 2.467116 -3.072207 0.076 0.008 0.112
H 2.314944 -0.193359 0.907426 0.089 -0.014 -0.096
H 3.156661 0.861460 2.055567 0.096 0.048 -0.037
H 3.324877 -0.886380 2.185417 0.097 -0.033 -0.042
```
Forces are in eV/Å.

Properties
HOMO-LUMO gap	8.68	eV
relative energy (zero: lowest compared OMol25 entry of this formula, charge and spin)	1.184	eV
charge	0

=====

No. 2
ORCA calculation (ωB97M-V/def2-TZVPD) on an isolated molecule of C3H6ClN3 at a distorted geometry.

Structure (XYZ):
```
13
Properties=species:S:1:pos:R:3:forces:R:3
N 1.735018 1.525942 -0.137420 -1.905 1.830 0.847
N 2.507193 0.409050 -0.035677 1.247 1.128 0.117
C 2.047554 -0.820634 -0.021275 -0.069 -2.489 0.533
N 0.869575 -1.307603 0.076370 1.386 -0.096 0.109
C -0.165029 -0.491990 0.400105 -3.451 0.464 -0.634
C -1.307925 -0.562630 -0.342730 1.299 -0.191 0.788
Cl -2.719632 0.341886 0.027268 -0.308 0.281 0.172
H 0.904160 1.303614 -0.687707 0.241 0.284 0.077
H 1.393202 1.819915 0.807495 0.414 -0.328 -1.184
H 3.459382 0.618587 -0.268772 0.270 -0.581 -0.001
H 2.832087 -1.551275 -0.004242 0.607 -0.326 -0.476
H -0.151032 0.104074 1.334913 0.008 -0.301 -0.653
H -1.434158 -1.247167 -1.184762 0.260 0.325 0.305
```
Forces are in eV/Å.

Properties
HOMO-LUMO gap	8.85	eV
relative energy (zero: lowest compared OMol25 entry of this formula, charge and spin)	1.847	eV
charge	0

=====

No. 3
ORCA calculation (ωB97M-V/def2-TZVPD) on a structure of composition C23H40CdCl4F2O25S at a distorted geometry.

Structure (XYZ):
```
96
Properties=species:S:1:pos:R:3:forces:R:3
Cd -6.672648 1.036916 12.250340 2.297 -0.705 -1.253
S -8.663398 2.591415 12.998193 -2.152 0.628 -1.044
O -8.487250 1.137986 13.239319 -2.207 -0.990 1.885
O -9.876619 2.801840 12.189405 0.144 0.242 0.438
O -8.660945 3.375275 14.210342 -0.012 0.267 0.918
O -7.472522 2.897166 12.160758 0.147 3.174 -0.669
C -1.630833 2.894366 10.505878 1.252 0.233 -0.814
O -2.730140 2.045584 10.790957 -0.627 -0.397 0.392
C -4.005995 2.416209 10.629889 1.360 1.359 0.708
O -4.902575 1.790975 11.123874 0.386 -0.448 -0.778
O -4.096045 3.585701 10.031170 -0.310 -0.401 -0.924
C -5.403342 4.034812 9.579245 0.651 0.789 0.574
H -0.968492 2.982210 11.366001 -0.422 -0.113 0.325
H -1.857487 3.890986 10.138491 -0.488 -0.104 0.185
H -1.023679 2.415413 9.735227 -0.178 -0.109 -0.056
H -6.074591 3.201802 9.402554 -0.094 0.069 0.194
H -5.214394 4.631940 8.690767 0.009 -0.300 -0.179
H -5.713635 4.738388 10.349863 -0.642 -0.344 -0.010
C -2.934799 0.513270 13.966901 -0.608 -0.439 -0.029
O -3.852886 0.261902 15.052328 0.560 -0.499 0.160
C -5.094592 0.650142 14.975651 -0.309 0.426 -0.234
O -5.609905 1.183027 14.005152 1.439 0.050 1.945
O -5.692140 0.433994 16.119648 0.332 -0.424 0.463
C -7.042553 0.825216 16.246964 -1.975 0.491 -0.464
H -3.329375 1.298921 13.329234 0.400 0.388 0.232
H -2.837738 -0.363763 13.326086 -0.159 -0.203 0.222
H -1.996770 0.667767 14.486358 0.127 0.485 -0.345
H -7.385726 0.798208 17.278401 0.796 0.044 0.226
H -7.750917 0.170614 15.728466 0.525 -0.239 -0.309
H -7.237051 1.812333 15.821822 0.285 0.046 0.097
C -10.728500 0.113860 10.841237 -0.699 -0.539 1.135
O -10.509370 -0.523567 9.591667 1.174 0.137 0.036
C -11.497651 -1.092705 8.938110 0.121 -0.290 -0.425
O -12.652095 -1.111396 9.245935 -0.279 -0.003 0.054
O -10.930514 -1.683236 7.857554 -0.409 0.721 -0.100
C -11.827423 -2.235330 6.895499 -0.309 -1.477 0.528
H -11.015434 -0.594834 11.626518 -0.156 -0.315 -0.346
H -11.551685 0.819309 10.803350 0.372 0.313 -0.253
H -9.779985 0.497592 11.195253 -0.073 0.517 -0.389
H -11.565407 -3.297192 6.877211 -0.005 0.064 -0.430
H -11.733867 -1.813114 5.899251 0.271 0.357 0.185
H -12.861648 -2.217256 7.237827 0.071 0.437 0.012
C -6.592438 -3.741394 14.581399 -0.782 -1.565 -0.277
O -6.357814 -2.497871 13.960506 0.509 1.019 0.423
C -7.021408 -2.109387 12.882525 0.691 -0.741 0.796
O -6.875786 -0.994879 12.452071 -0.195 -2.141 -0.178
O -7.750914 -3.065393 12.367062 -0.333 0.627 -0.647
C -8.724636 -2.634138 11.391991 -1.092 -1.207 -0.921
H -6.199310 -4.549218 13.959118 0.074 0.079 0.058
H -7.660026 -3.940215 14.703535 0.036 0.213 -0.052
H -6.141836 -3.812490 15.566656 0.300 0.633 -0.132
H -9.628865 -2.348176 11.921262 0.067 0.189 0.020
H -8.944576 -3.526212 10.801507 -0.073 -0.131 0.361
H -8.481774 -1.913911 10.613316 0.835 0.461 0.706
C -6.767676 -0.153416 7.043295 0.872 -0.179 0.017
O -7.288436 -0.369601 8.357437 0.429 -0.708 0.233
C -7.649040 0.656404 9.113953 -0.478 0.333 -1.448
O -7.366684 0.717812 10.281623 -0.842 -0.340 -1.428
O -8.344759 1.521626 8.394202 0.597 0.261 0.334
C -9.024271 2.609317 9.037793 -1.000 0.096 1.020
H -5.729083 0.168524 7.161403 -0.106 0.436 -0.051
H -7.335235 0.545863 6.440242 -0.190 -0.051 0.089
H -6.656126 -1.123658 6.566056 -0.588 -0.067 0.039
H -8.806235 3.576728 8.592239 0.214 -0.267 -0.438
H -8.859156 2.684009 10.114913 0.453 -0.272 -0.124
H -10.081752 2.366546 8.949330 -0.045 0.296 -0.245
C -11.309457 0.812033 15.382396 -0.673 -0.203 -1.591
C -12.342857 1.403027 14.385574 0.234 -0.586 2.043
O -13.537218 0.802576 14.910384 -0.817 0.900 -1.202
C -13.423841 0.654952 16.219516 0.280 -0.115 1.150
O -14.288200 0.482431 17.017049 -0.143 -0.070 -0.398
O -12.122257 0.723513 16.564134 1.431 0.088 0.016
F -12.305073 1.049686 13.105238 0.481 -0.081 -0.339
H -10.434799 1.457468 15.417537 -0.078 0.054 0.717
H -11.014661 -0.176572 15.024403 0.063 -0.138 0.253
H -12.298210 2.480239 14.556123 -0.680 0.161 -0.673
C -8.019645 6.161808 11.973759 0.698 0.406 0.151
C -9.434849 6.054407 12.461117 0.313 -0.351 -0.606
O -10.112593 6.519342 11.292229 -1.149 -0.689 1.164
C -9.343730 7.408844 10.654939 0.723 0.174 -0.791
O -9.697466 8.140528 9.786171 -0.089 -0.060 0.257
O -8.063022 7.280369 11.069891 0.150 0.115 0.351
F -9.736351 6.887062 13.499851 0.186 0.301 -0.032
H -7.717555 5.290099 11.395463 -0.244 -0.255 0.231
H -7.305920 6.315172 12.780746 -0.002 0.262 -0.083
H -9.651092 5.042312 12.794581 -0.692 0.062 -0.601
C -10.306225 4.557579 16.504126 -0.426 -0.695 0.205
Cl -11.985687 4.062103 16.886005 0.052 -0.057 -0.058
Cl -10.006519 6.155898 17.159560 0.244 0.093 -0.275
H -9.650456 3.836569 16.981545 0.018 0.149 0.134
H -10.185237 4.444636 15.432975 0.128 0.608 -0.008
C -12.984102 3.289387 10.970369 0.088 0.091 0.232
Cl -12.837966 2.694890 9.308660 -0.011 -0.107 -0.115
Cl -13.723179 4.895717 10.991746 0.045 -0.031 0.129
H -13.607833 2.604686 11.534542 -0.102 0.027 -0.152
H -11.992875 3.334619 11.416065 0.015 0.078 -0.124
```
Forces are in eV/Å.

Properties
HOMO-LUMO gap	9.13	eV
relative energy (zero: lowest compared OMol25 entry of this formula, charge and spin)	0.000	eV
charge	0

=====

Question: Look up the HOMO-LUMO gap of the second one.
Answer: 8.85 eV

=====

Question: relative energy (zero: lowest compared OMol25 entry of this formula, charge and spin) of number 2 (C3H6ClN3)?
Answer: 1.847 eV

=====

Question: What is the relative energy (zero: lowest compared OMol25 entry of this formula, charge and spin) in the second record?
Answer: 1.847 eV